{
  "formula": "C38H48IrN6O3P3Te",
  "method": "ωB97M-V/def2-TZVPD",
  "energy_ev": -93251.5273,
  "relative_energy_kcal_mol": 15.6,
  "spin_multiplicity": 5,
  "s2": 6.020,
  "homo_ev": [-12.43, -12.56],
  "charge": 2,
  "elements": ["Ir", "C", "O", "C", "O", "N", "N", "H", "H", "H", "H", "H", "H", "Te", "C", "C", "C", "N", "C", "C", "C", "P", "C", "C", "C", "C", "C", "C", "C", "C", "C", "C", "C", "C", "P", "C", "C", "C", "C", "C", "C", "C", "C", "C", "C", "C", "C", "H", "H", "H", "H", "H", "H", "H", "H", "H", "H", "H", "H", "H", "H", "H", "H", "H", "H", "H", "H", "H", "H", "H", "H", "C", "N", "C", "P", "O", "N", "C", "C", "N", "C", "C", "H", "H", "H", "H", "H", "H", "H", "H", "H", "H", "H", "H", "H", "H", "H", "H", "H", "H"],
  "positions_angstrom": [[-0.19, -0.07, 0.47], [1.08, 4.76, 1.14], [-0.27, 4.33, 0.83], [-0.52, 3.04, 0.76], [0.32, 2.15, 0.89], [-1.83, 2.82, 0.51], [-2.30, 1.52, 0.44], [0.99, 5.60, 1.82], [1.56, 5.08, 0.22], [1.64, 3.95, 1.60], [-2.46, 3.61, 0.49], [-2.78, 1.35, -0.44], [-2.94, 1.33, 1.21], [-0.77, -4.84, -1.47], [-2.32, -5.87, -0.42], [-2.04, -6.45, 0.81], [-3.05, -7.15, 1.46], [-4.27, -7.29, 0.94], [-4.53, -6.75, -0.25], [-3.58, -6.03, -0.97], [-0.65, -3.22, -0.10], [-1.67, -1.73, -0.32], [-3.32, -2.15, 0.30], [-4.42, -1.38, -0.10], [-5.69, -1.70, 0.34], [-5.88, -2.78, 1.19], [-4.79, -3.53, 1.61], [-3.52, -3.21, 1.18], [-1.98, -1.39, -2.09], [-2.85, -2.16, -2.85], [-3.06, -1.85, -4.18], [-2.41, -0.77, -4.76], [-1.54, 0.01, -4.01], [-1.33, -0.30, -2.67], [1.00, -2.68, 0.26], [1.92, -4.21, 0.65], [2.90, -4.67, -0.23], [3.51, -5.89, 0.02], [3.16, -6.63, 1.13], [2.20, -6.16, 2.02], [1.57, -4.94, 1.78], [0.88, -1.84, 1.91], [-0.30, -1.81, 2.68], [-0.29, -1.29, 3.97], [0.89, -0.81, 4.52], [2.07, -0.85, 3.78], [2.06, -1.34, 2.49], [-1.06, -6.37, 1.26], [-2.88, -7.62, 2.42], [-5.53, -6.91, -0.64], [-3.84, -5.61, -1.93], [-4.27, -0.56, -0.79], [-6.54, -1.11, 0.01], [-6.87, -3.03, 1.54], [-4.94, -4.37, 2.28], [-2.67, -3.81, 1.50], [-3.39, -2.98, -2.39], [-3.74, -2.45, -4.77], [-2.59, -0.53, -5.80], [-1.05, 0.86, -4.45], [-0.65, 0.29, -2.07], [3.17, -4.08, -1.09], [4.26, -6.26, -0.67], [3.64, -7.58, 1.32], [1.93, -6.73, 2.89], [0.82, -4.57, 2.46], [-1.21, -2.27, 2.31], [-1.20, -1.28, 4.55], [0.90, -0.43, 5.53], [2.99, -0.49, 4.21], [2.98, -1.37, 1.92], [1.71, -1.53, -3.38], [2.89, -0.83, -2.90], [4.03, -0.88, -3.81], [2.81, 0.33, -1.73], [1.76, -0.05, -0.73], [2.57, 1.83, -2.39], [2.02, 2.01, -3.73], [2.35, 2.94, -1.47], [4.30, 0.43, -1.02], [5.34, 1.39, -1.37], [4.81, -0.80, -0.41], [1.36, -1.13, -4.34], [0.91, -1.44, -2.65], [1.94, -2.59, -3.52], [3.75, -0.59, -4.82], [4.43, -1.90, -3.84], [4.82, -0.21, -3.47], [2.12, 1.09, -4.30], [2.56, 2.80, -4.25], [0.96, 2.29, -3.69], [2.69, 2.66, -0.47], [1.29, 3.19, -1.41], [2.90, 3.82, -1.80], [4.93, 2.18, -1.99], [6.16, 0.91, -1.92], [5.76, 1.83, -0.46], [3.98, -1.50, -0.27], [5.26, -0.58, 0.56], [5.56, -1.28, -1.04]]
}

{
  "formula": "C38H48NOPS2SeW",
  "method": "ωB97M-V/def2-TZVPD",
  "energy_ev": -141841.0734,
  "relative_energy_kcal_mol": 0.0,
  "spin_multiplicity": 1,
  "homo_ev": [-13.87, -13.87],
  "charge": 2,
  "elements": ["W", "S", "C", "C", "C", "C", "C", "C", "S", "H", "H", "H", "H", "Se", "C", "C", "C", "C", "C", "C", "H", "H", "H", "H", "H", "O", "P", "C", "C", "C", "C", "C", "C", "C", "C", "C", "C", "C", "C", "C", "C", "C", "C", "C", "C", "H", "H", "H", "H", "H", "H", "H", "H", "H", "H", "H", "H", "H", "H", "H", "H", "H", "H", "H", "H", "H", "H", "H", "H", "H", "H", "H", "H", "H", "H", "H", "H", "H", "C", "C", "C", "C", "C", "C", "C", "C", "N", "H", "H", "H", "H", "H", "H"],
  "positions_angstrom": [[12.70, 8.84, 13.05], [13.25, 8.40, 15.25], [12.67, 6.86, 15.78], [12.78, 6.52, 17.13], [12.23, 5.33, 17.58], [11.65, 4.48, 16.62], [11.63, 4.75, 15.27], [12.13, 5.98, 14.83], [12.07, 6.54, 13.19], [13.20, 7.23, 17.89], [12.20, 5.09, 18.63], [11.24, 3.57, 17.01], [11.24, 4.05, 14.57], [14.93, 9.49, 12.80], [16.02, 8.08, 13.41], [15.59, 6.76, 13.37], [16.42, 5.74, 13.80], [17.72, 6.00, 14.19], [18.17, 7.31, 14.15], [17.35, 8.34, 13.76], [14.62, 6.58, 12.95], [16.12, 4.71, 13.68], [18.37, 5.23, 14.47], [19.17, 7.51, 14.49], [17.71, 9.37, 13.87], [12.22, 8.74, 11.20], [12.28, 8.50, 9.61], [13.44, 7.15, 9.31], [14.88, 7.21, 9.83], [15.48, 5.81, 9.84], [15.07, 5.04, 8.54], [14.64, 6.00, 7.42], [13.35, 6.75, 7.83], [10.59, 7.93, 9.23], [10.27, 6.47, 9.73], [9.54, 5.70, 8.64], [8.32, 6.45, 8.10], [8.70, 7.89, 7.57], [10.18, 8.16, 7.74], [12.49, 10.16, 8.88], [12.89, 10.19, 7.38], [14.39, 10.07, 7.15], [15.08, 11.24, 7.86], [14.85, 11.19, 9.39], [13.31, 11.19, 9.68], [12.90, 6.42, 9.88], [14.90, 7.58, 10.84], [15.52, 7.90, 9.24], [15.08, 5.24, 10.68], [16.57, 5.83, 9.90], [14.26, 4.36, 8.82], [15.90, 4.45, 8.16], [14.54, 5.60, 6.44], [15.49, 6.71, 7.37], [12.48, 6.07, 7.65], [13.20, 7.57, 7.14], [10.02, 8.65, 9.82], [9.62, 6.58, 10.62], [11.19, 5.96, 10.07], [9.25, 4.67, 8.99], [10.18, 5.50, 7.79], [7.57, 6.51, 8.87], [7.91, 5.88, 7.30], [8.16, 8.65, 8.17], [8.44, 7.97, 6.52], [10.35, 9.21, 7.46], [10.82, 7.55, 7.09], [11.44, 10.46, 8.94], [12.64, 11.19, 7.01], [12.26, 9.56, 6.77], [14.55, 10.11, 6.08], [14.78, 9.13, 7.50], [14.67, 12.18, 7.42], [16.19, 11.22, 7.67], [15.33, 12.07, 9.81], [15.30, 10.29, 9.79], [12.94, 12.20, 9.47], [13.10, 11.00, 10.75], [11.62, 10.54, 13.69], [10.38, 9.68, 13.73], [10.05, 8.83, 14.80], [8.88, 8.14, 14.81], [8.05, 8.20, 13.72], [8.41, 8.95, 12.56], [9.64, 9.60, 12.56], [6.86, 7.40, 13.66], [5.81, 6.92, 13.67], [11.92, 11.01, 14.61], [11.58, 11.29, 12.91], [10.64, 8.83, 15.71], [8.64, 7.51, 15.63], [7.74, 9.06, 11.72], [9.98, 10.14, 11.68]]
}

{
  "formula": "C38H49AsBIrN9S3",
  "method": "ωB97M-V/def2-TZVPD",
  "energy_ev": -150461.8670,
  "relative_energy_kcal_mol": 0.3,
  "spin_multiplicity": 2,
  "s2": 0.967,
  "homo_ev": [-12.54, -12.67],
  "charge": 2,
  "elements": ["Ir", "C", "N", "C", "C", "N", "B", "N", "C", "C", "N", "C", "C", "S", "C", "S", "H", "H", "H", "H", "H", "H", "H", "H", "H", "H", "H", "H", "N", "C", "N", "S", "H", "H", "H", "H", "N", "C", "C", "C", "C", "C", "N", "H", "H", "H", "H", "H", "H", "C", "C", "C", "C", "C", "C", "As", "N", "C", "C", "C", "C", "C", "C", "C", "C", "C", "C", "C", "C", "C", "C", "C", "C", "C", "C", "H", "H", "H", "H", "H", "H", "H", "H", "H", "H", "H", "H", "H", "H", "H", "H", "H", "H", "H", "H", "H", "H", "H", "H", "H", "H", "H"],
  "positions_angstrom": [[-0.68, -0.25, 1.43], [-0.05, -4.60, 0.44], [-0.28, -4.38, 1.88], [0.24, -5.16, 2.88], [-0.26, -4.68, 4.04], [-1.10, -3.63, 3.76], [-2.04, -3.11, 4.92], [-2.62, -1.66, 4.71], [-3.87, -1.35, 5.20], [-3.95, 0.00, 5.32], [-2.74, 0.51, 4.90], [-2.37, 1.92, 4.98], [-1.95, -0.52, 4.51], [-0.36, -0.39, 3.84], [-1.09, -3.44, 2.44], [-1.96, -2.27, 1.52], [1.00, -4.82, 0.27], [-0.34, -3.72, -0.11], [-0.65, -5.44, 0.10], [0.91, -5.99, 2.68], [-0.11, -5.01, 5.06], [-1.37, -3.11, 5.92], [-2.99, -3.85, 4.98], [-4.60, -2.11, 5.42], [-4.76, 0.63, 5.68], [-3.10, 2.53, 4.45], [-1.39, 2.05, 4.55], [-2.35, 2.23, 6.03], [-3.34, 3.43, 0.75], [-2.33, 2.67, 1.16], [-1.11, 3.17, 1.17], [-2.69, 1.09, 1.73], [-3.21, 4.40, 0.52], [-4.28, 3.06, 0.79], [-0.87, 4.02, 0.67], [-0.35, 2.56, 1.42], [1.86, -2.29, 1.99], [2.30, -1.02, 2.24], [3.54, -0.81, 2.86], [3.98, 0.47, 3.08], [3.19, 1.55, 2.65], [2.00, 1.27, 2.04], [1.54, 0.01, 1.83], [2.28, -3.04, 2.52], [0.89, -2.41, 1.75], [4.12, -1.67, 3.18], [4.92, 0.65, 3.57], [3.50, 2.57, 2.79], [1.38, 2.07, 1.66], [3.06, -2.72, -6.27], [2.58, -1.90, -5.11], [2.06, -0.63, -5.29], [1.59, 0.16, -4.24], [0.96, 1.48, -4.61], [1.65, -0.37, -2.94], [1.05, 0.47, -1.27], [-0.67, -0.09, -0.76], [-1.61, -0.80, -1.48], [-2.90, -1.01, -0.93], [-3.90, -1.63, -1.65], [-3.65, -2.07, -2.95], [-2.39, -1.89, -3.51], [-1.39, -1.27, -2.81], [0.79, 2.40, -1.51], [-0.41, 3.04, -1.82], [-1.64, 2.32, -2.31], [-0.45, 4.44, -1.77], [0.66, 5.20, -1.43], [0.57, 6.70, -1.30], [1.86, 4.54, -1.21], [1.96, 3.16, -1.26], [3.32, 2.51, -1.13], [2.21, -1.65, -2.72], [2.32, -2.27, -1.34], [2.65, -2.39, -3.81], [2.58, -2.41, -7.20], [2.86, -3.78, -6.11], [4.14, -2.61, -6.40], [2.00, -0.23, -6.30], [1.36, 1.84, -5.56], [1.14, 2.25, -3.87], [-0.12, 1.37, -4.73], [-3.11, -0.65, 0.06], [-4.87, -1.77, -1.20], [-4.44, -2.56, -3.52], [-2.19, -2.23, -4.52], [-0.42, -1.15, -3.27], [-1.40, 1.33, -2.68], [-2.10, 2.88, -3.12], [-2.39, 2.20, -1.52], [-1.38, 4.94, -2.05], [-0.35, 7.10, -1.72], [1.42, 7.19, -1.80], [0.62, 6.99, -0.25], [2.76, 5.13, -1.03], [4.09, 3.25, -0.95], [3.58, 1.98, -2.06], [3.36, 1.77, -0.32], [1.33, -2.42, -0.90], [2.88, -1.64, -0.66], [2.81, -3.24, -1.40], [3.05, -3.39, -3.64]]
}

Q: Number 3 is which compound?
A: C38H49AsBIrN9S3